The following is a quantum chemistry calculation of the molecule C3H3N3O2 at a distorted geometry, from the OMol25 dataset.

structure (SMILES) = C=Nn1ocnc1=O
M = 113.08 g mol⁻¹
E = -11720.606 eV
highest occupied orbital energy = -9.96 eV
HOMO-LUMO gap = 10.1 eV
energy relative to the best compared isomer or geometry (same formula, charge and spin) = 123.4 kcal per mole

The geometry in ORCA input format:
```
! wB97M-V def2-TZVPD RIJCOSX def2/J DEFGRID3
* xyz 0 1
C 2.1471 -0.2518 0.2299
N 0.9881 -0.9456 -0.1003
N -0.0781 -0.3061 -0.6166
O -1.1993 -1.2110 -0.3458
C -2.0775 -0.3993 0.0353
N -1.8222 0.8637 0.3034
C -0.5086 1.0053 -0.1099
O 0.2561 1.8892 -0.3747
H 2.9769 -0.7829 0.6549
H 2.4187 0.8991 -0.0844
H -3.1014 -0.7606 0.4083
*
```